1.
Density functional theory data (ωB97M-V/def2-TZVPD) for an isolated molecule of C20H23NO6.

Relative energy (zero: lowest compared OMol25 entry of this formula, charge and spin), kJ/mol: 52.1
HOMO, eV: -8.363
Orbital gap, eV: 9.06
F_max, eV Å⁻¹: 0.6
Calculated total energy, Eh: -1282.17872
Molar mass, g/mol: 373.405

Atoms and positions in Å:
N: -0.05772 -0.05012 -0.89255
C: -4.61167 -0.26614 0.35511
H: 3.74478 -0.20076 -1.99826
H: 0.54204 -3.92565 -0.15031
H: -4.07374 0.87833 2.08024
C: -5.60539 1.84507 0.94072
C: 1.93992 -0.97149 -1.19819
H: 1.98037 1.31597 -3.00511
C: 1.44886 -3.33404 -0.23575
O: -1.52969 -2.97943 0.57326
C: -5.42162 -0.32084 -0.77135
H: 0.63824 2.09025 -2.10895
H: 3.78452 4.09093 -0.21362
C: 3.32509 3.44250 0.52608
H: 2.96082 4.01414 1.37383
O: 2.91177 -0.77687 1.53553
C: 1.10109 -1.93571 -0.60084
C: -4.70706 0.82709 1.20675
C: -6.41556 1.78064 -0.18041
C: 2.44031 0.11476 2.53804
H: -0.80086 0.62556 -0.81780
H: -7.11893 2.57385 -0.38660
O: 2.53606 2.22521 -1.31095
H: 1.77667 0.85801 2.09166
H: -3.89996 -2.29646 0.15157
H: 1.95295 -3.35335 0.73002
H: 4.02138 -2.39793 0.10287
C: -6.32138 0.69676 -1.03652
H: 4.07390 2.72473 0.86154
C: 1.18546 0.17944 -1.36942
C: 2.20306 2.66772 -0.09158
H: 3.27984 0.61973 3.01974
C: -1.36485 -1.86179 0.14056
H: -6.95027 0.64341 -1.91307
C: 3.39011 -1.12028 -1.53073
O: 4.56031 0.63330 0.97240
C: 4.24849 -1.40566 -0.28126
C: 1.54247 1.47675 -2.01660
H: -5.34860 -1.16557 -1.44101
H: 5.30421 -1.33954 -0.54421
O: 1.13406 2.44360 0.41906
H: -3.50609 -1.53465 1.70710
O: -2.35055 -0.93521 0.10826
H: 2.10695 -3.77573 -0.98169
C: -3.61394 -1.35350 0.63107
H: 3.53295 -1.94417 -2.23508
H: 1.89241 -0.49202 3.25476
H: -5.67450 2.68985 1.61011
C: -0.13656 -1.32891 -0.41503
C: 3.94985 -0.39182 0.79663


2.
Density functional theory data (ωB97M-V/def2-TZVPD) for an isolated molecule of C2H4N4O in a non-equilibrium geometry.

Relative energy (zero: lowest compared OMol25 entry of this formula, charge and spin), kJ/mol: 238.1
HOMO, eV: -9.291
Orbital gap, eV: 9.96
F_max, eV Å⁻¹: 4.9
Calculated total energy, Eh: -372.80964
Molar mass, g/mol: 100.081

Atoms and positions in Å:
N: 0.85643 0.92346 0.35741
O: -2.50116 -0.09953 0.03348
H: -1.03630 -2.19183 0.18242
N: -0.49406 1.09557 -0.26069
N: -0.61279 -1.22391 0.11862
H: 1.40335 1.59770 -0.28028
C: -1.26263 -0.04440 -0.01463
H: 2.46936 -0.24986 -0.15289
N: 0.78679 -1.36144 -0.11256
H: -0.96924 1.84791 0.17479
C: 1.36026 -0.29368 -0.04568


3.
Density functional theory data (ωB97M-V/def2-TZVPD) for a structure of composition C17H16N4O4 in a non-equilibrium geometry.

Relative energy (zero: lowest compared OMol25 entry of this formula, charge and spin), kJ/mol: 1523.4
HOMO, eV: -8.145
Orbital gap, eV: 8.49
F_max, eV Å⁻¹: 19.3
Calculated total energy, Eh: -1176.82138
Molar mass, g/mol: 340.339

Atoms and positions in Å:
O: -1.23276 3.51406 1.36890
H: -2.41430 -3.81152 0.70377
C: 1.55610 -0.33266 1.87923
O: -0.79216 2.03153 -3.26449
H: -0.79469 -0.18046 -1.12246
C: 0.84585 0.99685 0.30303
C: -3.36052 3.32035 -1.31192
N: 3.88760 1.65445 -1.97859
O: 0.70103 -2.37825 2.43196
C: -2.00836 -2.81114 1.25181
N: 1.02489 1.51753 -4.34745
C: 0.72423 2.24079 -0.55581
H: -2.51709 -2.09138 1.10925
C: -0.63236 2.70337 -0.99093
H: 0.69593 -3.93601 0.78682
H: 1.81663 -5.55018 2.35558
H: 0.19020 -5.05247 3.24548
H: -1.45977 -3.00196 2.12375
C: 2.78898 1.74655 -1.88653
C: -1.29988 2.48546 -2.09022
C: 1.32027 -3.52478 1.73994
C: 1.53566 0.89396 1.36619
H: -4.66526 3.37767 -1.70026
H: 0.47341 1.29410 -5.06926
H: 2.07723 1.73918 1.63509
C: -1.53903 3.23577 0.37091
O: -0.87871 -2.30436 0.11772
C: -0.15994 -1.38133 0.56997
N: -2.90193 3.42882 -0.24562
C: 0.76176 1.78402 -3.23133
C: 0.73354 -1.33962 1.65139
H: 1.92022 -0.25084 3.05991
H: -3.41106 3.97483 0.70346
C: -0.18663 -0.20674 -0.22138
C: 1.14271 1.96131 -1.95575
N: -2.83553 2.82868 -2.44799
H: 2.05675 1.05854 -4.46787
H: 1.26085 2.98355 -0.19165
H: 1.79354 -4.59369 3.74191
H: 2.48747 -3.29417 1.74157
C: 1.29511 -4.72977 2.82184


4.
Density functional theory data (ωB97M-V/def2-TZVPD) for a cluster of 4 separate species, C14H41N2O13P3 in total.

HOMO, eV: -8.558
Orbital gap, eV: 9.26
F_max, eV Å⁻¹: 0.3
Calculated total energy, Eh: -2669.97781
Molar mass, g/mol: 538.405

Atoms and positions in Å:
C: 3.60257 1.26872 -2.76538
H: -6.10225 -0.62028 -1.02536
H: 1.21692 -1.83559 -1.16690
O: -3.98732 3.84783 -0.65317
H: 3.04451 1.15865 2.51751
H: 0.63785 2.75103 -1.97580
C: -0.73408 -0.29980 1.13246
H: -3.32191 7.91307 -0.92168
O: -1.80541 5.15961 -0.24776
H: 5.28920 -5.42581 1.51664
C: -5.65679 -0.54294 -0.03791
O: -4.23551 -0.48266 -0.23310
C: 2.55572 -4.68614 -0.31040
H: -1.03409 -0.02572 2.14331
H: 3.44890 -5.08683 -2.05134
H: 1.81274 -2.22076 0.45643
H: -1.64586 -3.28526 1.04810
C: -2.49813 -3.20117 1.72438
H: 0.49381 4.37505 -1.28657
C: 4.87745 -5.45346 -0.63601
O: 3.75259 2.17860 0.85465
P: -3.25804 5.22583 -0.42907
H: -2.32033 7.36789 -2.29033
C: -3.32286 7.36956 -1.86623
H: 2.83145 0.51279 -2.62516
H: -0.20288 0.51854 0.65860
P: -3.29909 -0.82252 0.99021
H: -4.01878 7.84166 -2.55342
O: 1.61657 -3.80125 -0.85781
O: 1.90830 3.22147 -0.38788
O: -3.51559 -2.39237 1.13072
P: 2.79192 1.91042 -0.36197
H: 3.89018 2.69919 2.81505
H: 2.22979 2.71141 2.18689
H: -0.07678 -5.69202 -0.49096
C: 1.88299 -6.06124 -0.14697
H: 4.53946 0.78482 -3.02977
C: 1.19619 3.59929 -1.57373
O: -1.89019 -0.61092 0.32565
H: 0.35901 -5.39917 1.02639
O: 2.00076 0.67464 -0.32151
H: -0.08320 -1.17056 1.14902
H: 2.93559 -2.19388 -0.92393
H: 3.31334 1.96376 -3.55182
H: 6.53198 -4.67296 0.53343
N: 0.48598 -6.05908 0.26670
H: 2.86911 -4.32581 0.67816
C: -3.45784 2.63543 -0.07571
H: -2.17655 -2.78789 2.68237
O: -3.53314 -0.07148 2.22649
N: 3.73483 -4.70259 -1.15756
H: 5.02580 -3.83612 0.80589
H: -6.00096 0.36403 0.45707
H: -3.43445 1.88118 -0.85712
C: 1.92212 -2.44194 -0.60929
C: 3.18274 2.18248 2.17343
O: 3.82353 2.00582 -1.55255
H: 1.89729 3.97648 -2.31909
C: -4.20982 5.27635 2.00440
H: -5.93412 -1.41341 0.55581
O: -3.77745 6.01912 -1.68617
H: 4.63005 -6.50536 -0.45114
H: 1.95997 -6.59824 -1.09420
H: -4.96416 4.49763 1.89089
H: 2.45175 -6.63226 0.58752
H: -2.44956 2.79468 0.30485
O: -4.01540 5.95726 0.76252
H: 5.63446 -5.45372 -1.41685
C: 5.45911 -4.81793 0.63076
H: -2.93071 -4.18389 1.88846
H: -4.11002 2.31089 0.73292
H: -4.55639 6.01759 2.71851
H: -3.27677 4.84021 2.36544


5.
Density functional theory data (ωB97M-V/def2-TZVPD) for a structure of composition C34H75F3O17 in a non-equilibrium geometry.

Relative energy (zero: lowest compared OMol25 entry of this formula, charge and spin), kJ/mol: 1738.9
HOMO, eV: -8.355
Orbital gap, eV: 8.91
F_max, eV Å⁻¹: 6.8
Calculated total energy, Eh: -2918.12076
Molar mass, g/mol: 812.951

Atoms and positions in Å:
F: 1.14563 -2.92471 -1.36557
H: 4.80186 -0.39916 1.97552
O: 2.30837 1.47114 1.72264
H: 7.13067 -2.98450 0.24411
H: -4.04276 4.60134 -2.35912
O: 3.65615 3.64278 -2.52985
H: 5.09617 -2.15666 -1.62241
H: 5.85969 -2.96204 1.33282
H: -3.86160 -6.33418 3.51998
H: -2.78910 -5.51006 4.64937
F: 1.38992 -1.06289 -0.50730
H: -5.28356 3.71733 -1.73162
O: 5.82945 -1.32186 0.10327
H: -1.14659 -4.95723 -2.92108
H: 1.91754 0.11037 3.28455
O: 4.85486 0.23799 -2.07272
H: -5.23926 -0.17177 -4.71582
H: 0.20783 -4.71011 3.41554
O: 0.22744 1.82197 -0.23084
H: -3.73645 3.61544 2.15811
H: 0.37541 -4.11774 -3.34015
H: -4.04131 2.81160 -2.49722
H: -0.85732 -0.64037 3.21392
H: -4.59311 5.12330 0.26667
H: -0.42632 1.28021 1.67058
H: -0.74543 0.06914 -0.44777
C: -4.96441 -0.97600 -4.03334
H: 1.26123 2.58471 3.00891
H: 0.43324 7.22735 2.84600
C: 4.71309 -1.66506 -0.72817
H: 1.35452 1.29942 -4.55856
C: 1.26500 2.42724 1.93036
H: -1.23092 2.16205 -2.63082
H: -1.82843 1.36622 -0.42711
H: -4.05933 -3.25494 1.83078
H: 1.79999 1.74941 -2.85761
H: -3.58990 0.11967 -2.88879
C: 0.99194 1.56493 -3.56552
C: 3.98100 -0.41975 -1.23255
C: 4.10076 2.46955 -1.79192
H: -1.19568 -0.10915 -3.30009
O: -1.26704 -3.03833 -3.60115
H: 3.55677 2.28957 -0.86468
H: -0.52054 -4.75497 -4.61110
O: -1.71093 4.12766 1.87679
O: 2.91126 -2.06288 1.34760
C: 4.33515 1.32726 -2.78907
C: -3.57560 4.73350 0.23794
C: -0.07981 2.18523 1.17161
C: 6.55304 -2.27928 0.84169
H: 5.12480 1.35554 -3.53991
C: 4.02017 -2.44873 2.07225
C: -2.14290 -4.31298 2.12389
C: 0.94606 -2.70788 3.67809
H: 3.93354 -2.24107 -0.22955
H: -0.33615 -2.22599 -5.23232
H: 1.70233 3.69876 -1.95742
C: -3.66072 -4.17238 2.26381
H: 2.72182 -0.58834 1.98608
H: -3.21346 -1.67098 -3.03715
O: 2.21494 -4.21578 0.78923
H: -7.49173 -0.34582 -3.88718
O: 0.66376 5.27860 3.60316
C: -3.54587 -0.75877 -3.53260
C: 0.19582 3.93700 3.47515
H: -1.99814 0.82699 -2.62116
H: -0.90370 6.34861 2.73170
C: -4.19968 3.66033 -1.83189
C: -3.16663 4.43351 1.71747
H: -7.34281 -2.08897 -3.52935
C: 2.24050 -2.98549 0.65155
O: -5.78879 -0.90405 -2.84936
C: -0.10454 -0.74471 2.43255
H: 1.59801 3.42634 1.64926
H: 0.40634 5.81590 1.63906
H: 5.11708 2.68971 -1.46522
H: -4.21389 -4.96926 1.76674
C: -1.00861 1.14870 -2.29645
H: -1.77727 4.61082 3.87664
C: 2.54863 4.38310 -2.01694
O: 1.00974 -1.38853 3.01079
H: -3.06331 5.63846 -0.08872
C: -0.65962 -4.29202 -3.63414
H: 2.80335 4.74166 -1.01962
H: 0.67324 -3.97964 1.95274
C: -1.35243 3.83124 3.24429
H: 0.30192 3.28957 4.34560
H: 2.35241 5.14721 -2.76909
C: -1.32879 -0.59902 -4.26466
H: 3.18226 -0.80310 -1.86749
O: 0.01353 0.61130 -3.14756
H: 3.38111 1.19889 -3.30036
H: -3.35516 5.29837 2.35353
O: -3.54083 3.56949 -0.57209
H: 0.55660 -2.60806 4.69124
H: -0.67049 0.04217 -4.85084
C: -0.63419 -1.93007 -4.22648
H: -5.09939 -1.87812 -4.63004
H: 0.31563 -1.68032 -3.75365
F: 0.05775 -2.40930 0.42303
H: 0.83865 3.47554 2.72553
H: -0.47298 -1.47999 1.71721
C: 4.53636 -1.18016 2.68800
C: 1.16828 -2.26996 -0.22127
O: -2.66734 -0.46245 -4.68559
H: 0.09199 0.24419 2.01837
H: 5.30719 -1.30280 3.44884
C: 0.17046 6.19075 2.63502
C: -3.81020 -5.54449 4.26954
H: 1.99355 -3.00931 3.67688
H: 7.17865 -1.86193 1.63068
C: -7.19991 -1.08175 -3.13796
H: -4.48069 -5.65652 5.12159
H: -1.94106 -4.27972 1.05326
C: 1.93050 0.13162 2.19484
H: 0.53383 2.51074 -3.85479
C: -0.85464 1.08485 -0.82792
H: -0.83798 2.96307 1.26234
H: 4.78170 -2.93382 1.46164
H: 3.72724 -3.14726 2.85604
O: -4.22728 -4.33917 3.60011
H: 1.08018 -0.31248 1.67732
O: -1.27229 -3.43191 2.82489
H: -7.78316 -0.95833 -2.22544
H: -1.87570 2.94527 3.60393
H: 3.68133 -0.72045 3.18368
H: -1.86986 -5.36217 2.23680
C: 0.10022 -3.77962 2.85813
H: 3.41863 0.21220 -0.54518